(1)
Molecular formula: C4H14N4
Method: DFT, ωB97M-V/def2-TZVPD

Structure (XYZ):
```
22
Properties=species:S:1:pos:R:3:mulliken_charge:R:1
C -0.334 1.006 1.289 -1.148
C 1.151 0.734 0.263 -0.160
N 2.201 0.545 1.255 -0.612
C 0.748 -0.494 -0.547 -0.084
N 1.095 -1.745 0.083 -0.736
N -0.780 -0.445 -0.723 0.343
C -1.313 0.548 -1.639 -1.082
N -1.666 -1.422 -0.187 -0.705
H -1.385 1.176 1.047 0.307
H -0.260 0.198 2.017 0.299
H -0.050 1.946 1.767 0.362
H 1.313 1.614 -0.363 0.333
H 2.876 -0.179 0.999 0.245
H 2.741 1.408 1.323 0.269
H 1.164 -0.458 -1.558 0.282
H 0.448 -2.448 -0.262 0.342
H 0.943 -1.659 1.085 0.281
H -1.136 0.243 -2.675 0.331
H -0.801 1.499 -1.482 0.337
H -2.389 0.693 -1.493 0.356
H -2.409 -1.694 -0.830 0.243
H -2.158 -1.066 0.632 0.196
```

The calculation puts the energy relative to the best compared isomer or geometry (same formula, charge and spin) at 74.55 kcal/mol. The calculated total energy is -10332.572 eV. The LUMO energy comes out at 0.9 eV. The value obtained for the highest occupied orbital energy is -0.282 Ha. Its structure (SMILES) is C[C@@H](N)[C@@H](N)N(C)N.

---

(2)
Molecular formula: C4H6O2
Method: DFT, ωB97M-V/def2-TZVPD

Structure (XYZ):
```
12
Properties=species:S:1:pos:R:3:mulliken_charge:R:1
C 0.022 -2.189 -0.592 -0.635
C 0.622 -1.084 -1.014 -0.017
O 0.558 0.196 -0.493 -0.299
C -0.417 0.590 0.369 0.764
C -0.137 1.991 0.846 -1.005
O -1.351 -0.087 0.709 -0.536
H -0.668 -2.214 0.239 0.247
H 0.236 -3.112 -1.122 0.255
H 1.307 -1.075 -1.855 0.334
H 0.107 2.647 0.008 0.309
H 0.728 1.973 1.517 0.266
H -1.007 2.364 1.387 0.318
```

The calculation puts the energy relative to the best compared isomer or geometry (same formula, charge and spin) at 18.91 kcal/mol. The calculated total energy is -8339.641 eV. The LUMO energy comes out at 1.0 eV. The value obtained for the highest occupied orbital energy is -0.356 Ha. Its structure (SMILES) is C=COC(C)=O.

---

(3)
Molecular formula: C2H8ClN2P
Method: DFT, ωB97M-V/def2-TZVPD

Structure (XYZ):
```
14
Properties=species:S:1:pos:R:3:mulliken_charge:R:1
C 3.909 -0.392 -0.943 -0.508
N 3.218 -0.994 0.111 -0.245
P 1.693 -1.056 0.346 0.301
Cl 0.723 -0.289 -1.275 -0.246
H 3.129 0.178 -1.545 0.195
H 4.926 0.136 -0.800 0.247
H 4.191 -1.311 -1.508 0.251
C -3.581 0.391 0.891 -0.762
N -2.455 1.099 0.471 -0.549
H -4.264 1.009 1.615 0.235
H -4.210 0.106 0.048 0.312
H -3.424 -0.477 1.483 0.275
H -1.979 0.500 -0.173 0.248
H -1.875 1.098 1.280 0.247
```

The calculation puts the energy relative to the best compared isomer or geometry (same formula, charge and spin) at 29.13 kcal/mol. The calculated total energy is -26994.298 eV. The LUMO energy comes out at -0.4 eV. The value obtained for the highest occupied orbital energy is -0.347 Ha. Its structure (SMILES) is C/N=P\Cl.CN.

---

(4)
Molecular formula: C11H18N2
Method: DFT, ωB97M-V/def2-TZVPD

Structure (XYZ):
```
31
Properties=species:S:1:pos:R:3:mulliken_spin:R:1
C -0.361 3.736 0.166 0.117
C -1.673 3.273 0.117 -0.024
C 0.697 2.826 0.125 -0.019
C -1.920 1.919 0.025 0.069
C 0.401 1.487 0.032 0.072
C 1.292 0.284 -0.039 0.045
C -0.949 -0.326 -0.108 0.725
C -1.762 -1.061 2.236 0.868
C 2.012 -2.741 -0.300 0.003
C 0.420 -0.926 -1.968 0.029
C 0.692 -2.137 0.145 0.017
N -0.888 1.058 -0.018 -0.025
N 0.379 -0.810 -0.487 0.061
H -0.147 4.795 0.222 0.000
H -2.503 3.963 0.140 0.002
H 1.721 3.164 0.158 0.000
H -2.917 1.508 -0.033 -0.005
H 2.129 0.422 -0.726 0.002
H 1.706 0.052 0.949 0.003
H -1.794 -0.774 -0.609 0.006
H -1.533 -2.110 2.183 0.026
H -2.778 -0.760 2.056 0.017
H -1.133 -0.415 2.822 0.014
H 1.974 -3.120 -1.317 0.000
H 2.844 -2.048 -0.202 -0.001
H 2.224 -3.592 0.343 0.001
H -0.248 -1.721 -2.300 0.001
H 0.115 0.012 -2.431 -0.009
H 1.430 -1.164 -2.299 0.006
H 0.696 -1.982 1.225 -0.007
H -0.126 -2.814 -0.108 0.008
```

As for the charge: +2. The calculation puts the energy relative to the best compared isomer or geometry (same formula, charge and spin) at 0.00 kcal/mol. Its spin multiplicity is 3. The calculated total energy is -14658.358 eV. The LUMO energy (alpha / beta) comes out at -8.0 / -10.1 eV. The value obtained for the highest occupied orbital energy (alpha / beta) is -0.546 / -0.677 Ha.

---

(5)
Molecular formula: C31H27N5O5S
Method: DFT, ωB97M-V/def2-TZVPD

Structure (XYZ):
```
69
Properties=species:S:1:pos:R:3:mulliken_charge:R:1
C -2.741 -2.971 2.632 -0.713
O -3.058 -2.034 1.623 -0.487
C -2.191 -1.884 0.587 0.650
C -2.558 -0.946 -0.382 -0.391
C -1.744 -0.698 -1.462 -0.183
C -0.543 -1.390 -1.613 0.783
C 0.319 -1.176 -2.767 -0.025
N 0.888 -2.194 -3.381 -1.052
N 1.587 -1.703 -4.414 0.834
C 2.301 -2.569 -5.246 1.150
C 2.402 -3.909 -4.880 -0.483
C 3.102 -4.792 -5.678 -0.621
C 3.706 -4.350 -6.845 -0.463
C 3.602 -3.019 -7.211 -0.718
C 2.902 -2.126 -6.420 -0.444
C 1.480 -0.360 -4.479 -0.832
C 0.672 0.044 -3.429 0.243
C 0.389 1.403 -3.083 -0.796
N -0.170 1.713 -1.984 0.372
N -0.389 3.003 -1.687 -0.607
C -0.984 3.417 -0.535 -0.583
O -1.238 4.595 -0.364 -0.682
C -1.276 2.375 0.488 0.366
C -2.456 2.487 1.220 -0.400
C -2.739 1.605 2.247 -1.539
C -1.822 0.621 2.581 -0.602
C -0.653 0.523 1.853 1.445
S 0.651 -0.549 2.442 1.342
O 0.103 -1.582 3.270 -0.733
O 1.555 -0.911 1.395 -0.706
N 1.498 0.521 3.436 -0.370
C 0.682 1.265 4.308 -0.586
C 0.085 0.646 5.391 -0.168
C -0.753 1.366 6.228 -0.782
C -0.991 2.704 5.977 -0.613
C -0.405 3.335 4.890 -0.672
C 0.430 2.623 4.043 1.242
O 1.043 3.124 2.927 -0.383
C 0.786 4.462 2.565 -1.026
C -0.363 1.378 0.813 -0.319
C -0.195 -2.343 -0.663 -1.057
C -1.001 -2.587 0.433 -0.140
H -2.716 -3.990 2.231 0.358
H -3.545 -2.894 3.363 0.245
H -1.784 -2.738 3.105 0.212
H -3.493 -0.421 -0.257 0.499
H -2.047 0.022 -2.205 0.495
H 1.922 -4.229 -3.969 0.400
H 3.177 -5.829 -5.389 0.366
H 4.255 -5.041 -7.467 0.379
H 4.067 -2.670 -8.121 0.358
H 2.823 -1.095 -6.727 0.252
H 1.980 0.230 -5.219 0.403
H 0.714 2.168 -3.804 0.330
H -0.159 3.733 -2.369 0.299
H -3.143 3.284 0.974 0.525
H -3.658 1.696 2.804 0.470
H -1.996 -0.063 3.395 0.645
H 2.073 1.117 2.855 0.497
H 0.278 -0.402 5.549 0.487
H -1.216 0.880 7.072 0.411
H -1.643 3.270 6.625 0.399
H -0.618 4.375 4.703 0.444
H -0.272 4.621 2.342 0.421
H 1.111 5.157 3.346 0.426
H 1.368 4.639 1.662 0.227
H 0.570 1.263 0.287 0.435
H 0.729 -2.886 -0.778 0.442
H -0.687 -3.314 1.163 0.325
```

The calculation puts the energy relative to the best compared isomer or geometry (same formula, charge and spin) at 0.00 kcal/mol. The calculated total energy is -61107.289 eV. The LUMO energy comes out at 0.3 eV. The value obtained for the highest occupied orbital energy is -0.285 Ha. Its structure (SMILES) is COc1ccc(-c2nn(-c3ccccc3)cc2/C=N/NC(=O)c2cccc(S(=O)(=O)Nc3ccccc3OC)c2)cc1.

---

(6)
Molecular formula: CH3Cl3SSi
Method: DFT, ωB97M-V/def2-TZVPD

Structure (XYZ):
```
9
Properties=species:S:1:pos:R:3:mulliken_charge:R:1
C 0.425 -0.613 0.916 -0.683
Si -2.488 1.007 2.261 0.569
S -0.300 -0.849 -0.646 -0.067
Cl -3.486 1.956 0.732 -0.199
Cl -1.453 2.313 3.488 -0.216
Cl -3.815 0.012 3.359 -0.171
H 1.131 0.132 0.977 0.368
H 0.491 -1.595 1.502 0.275
H -1.235 -1.628 -0.149 0.123
```

The calculation puts the energy relative to the best compared isomer or geometry (same formula, charge and spin) at 76.93 kcal/mol. The calculated total energy is -57366.664 eV. The LUMO energy (alpha / beta) comes out at -0.3 / -1.5 eV. The value obtained for the highest occupied orbital energy (alpha / beta) is -0.307 / -0.296 Ha.

---

The strongest force on any atom results, record by record, are as follows: 3.9, 0.5, 4.5, 2.1, 1.3, 3.8 eV/Å.